Computed, not measured: C3H5N3 as an isolated structure, with wB97M-V/def2-TZVPD.

Summary:
LUMO energy (spin up / spin down)   0.62 / 0.62 eV
HOMO energy (spin up / spin down)   -8.53 / -8.53 eV
Frontier orbital gap (spin up / spin down)   0.336 / 0.336 Ha
Spin multiplicity   1

Element x y z (Å)
C  0.727  -1.520  -0.024
N  0.033  -0.231  -0.245
C  -0.141  0.673  0.838
C  -0.567  1.859  0.372
N  -0.787  1.906  -0.904
N  -0.322  0.110  -1.382
H  0.444  -2.192  -0.827
H  1.801  -1.349  -0.048
H  0.451  -1.968  0.931
H  0.095  0.404  1.841
H  -1.735  2.308  -0.552

These are the natural (NBO) partial charges, in e, on atoms 1 to 2: -0.42 -0.08



Computed, not measured: C45H49N4O4P2SZr as an isolated structure, with wB97M-V/def2-TZVPD.

Summary:
LUMO energy   -9.57 eV
Net charge   +3
HOMO energy   -14.03 eV
Frontier orbital gap   0.164 Ha
Spin multiplicity   1

Element x y z (Å)
Zr  -0.138  1.383  0.267
C  -1.759  4.938  0.508
C  -0.585  4.463  -0.321
C  -0.236  5.368  -1.476
O  -0.905  3.077  -0.859
C  0.621  4.179  0.580
O  1.542  4.904  0.735
O  0.529  2.951  1.190
H  -2.649  5.046  -0.114
H  -1.521  5.923  0.912
H  -1.966  4.265  1.341
H  -1.132  5.676  -2.016
H  0.456  4.888  -2.168
H  0.248  6.259  -1.079
H  -1.642  3.127  -1.490
C  -1.751  -5.627  5.234
S  -3.306  -4.720  5.243
C  -2.673  -3.030  5.247
C  -2.297  -2.543  3.850
C  -1.537  -1.227  3.887
N  -1.398  -0.631  2.513
P  -0.010  -0.890  1.630
C  0.467  -2.603  1.610
C  1.494  -3.037  2.453
C  1.809  -4.386  2.509
C  1.105  -5.296  1.732
C  0.083  -4.867  0.891
C  -0.239  -3.524  0.827
C  1.364  0.113  2.226
C  2.577  0.066  1.505
C  3.637  0.872  1.879
C  3.507  1.727  2.971
C  2.324  1.771  3.699
C  1.257  0.973  3.329
P  -2.170  0.897  2.138
C  -3.731  0.882  3.017
C  -4.737  -0.026  2.674
C  -5.906  -0.042  3.411
C  -6.076  0.846  4.471
C  -5.083  1.755  4.802
C  -3.903  1.779  4.071
C  -2.654  0.660  0.353
C  -3.416  1.712  -0.197
C  -3.880  1.643  -1.496
C  -3.568  0.537  -2.291
C  -2.846  -0.521  -1.762
C  -2.420  -0.476  -0.435
H  -2.010  -6.685  5.230
H  -1.172  -5.419  6.133
H  -1.154  -5.419  4.346
H  -1.820  -2.971  5.928
H  -3.457  -2.399  5.671
H  -3.202  -2.418  3.254
H  -1.692  -3.303  3.349
H  -0.534  -1.371  4.299
H  -2.037  -0.499  4.530
H  2.042  -2.333  3.067
H  2.601  -4.727  3.161
H  1.354  -6.348  1.781
H  -0.460  -5.585  0.292
H  -1.047  -3.209  0.179
H  2.700  -0.630  0.682
H  4.572  0.821  1.338
H  4.340  2.351  3.263
H  2.237  2.425  4.555
H  0.333  1.019  3.893
H  -4.609  -0.715  1.847
H  -6.692  -0.742  3.161
H  -6.997  0.828  5.039
H  -5.225  2.443  5.623
H  -3.123  2.486  4.329
H  -3.661  2.573  0.418
H  -4.505  2.434  -1.891
H  -3.927  0.490  -3.312
H  -2.661  -1.406  -2.358
H  -1.996  -1.359  0.019
C  2.620  1.662  -8.714
C  3.100  0.742  -7.628
C  2.245  -0.163  -7.010
C  2.696  -1.056  -6.045
C  4.029  -1.029  -5.664
N  4.568  -1.919  -4.689
C  4.001  -2.461  -3.586
O  4.411  -3.435  -3.010
N  2.799  -1.845  -3.085
C  2.648  -0.562  -2.638
C  3.525  0.503  -2.919
C  3.253  1.768  -2.435
C  2.143  1.983  -1.642
N  1.323  0.962  -1.325
C  1.556  -0.269  -1.820
C  4.904  -0.131  -6.269
C  4.441  0.737  -7.243
H  1.533  1.702  -8.752
H  2.973  1.321  -9.688
H  2.997  2.675  -8.569
H  1.207  -0.205  -7.318
H  2.020  -1.792  -5.632
H  5.462  -2.342  -4.904
H  2.272  -2.545  -2.581
H  4.413  0.335  -3.507
H  3.913  2.593  -2.664
H  1.921  2.963  -1.242
H  0.854  -1.048  -1.539
H  5.951  -0.124  -5.988
H  5.138  1.415  -7.719

These are the Mulliken partial charges, in e, on atoms 1 to 2: 0.33 -1.51



Computed, not measured: C3H4F2 as an isolated structure, with wB97M-V/def2-TZVPD.

Summary:
LUMO energy   0.70 eV
HOMO energy   -10.24 eV
Frontier orbital gap   0.402 Ha
Spin multiplicity   1

Element x y z (Å)
C  -1.119  0.133  0.198
C  0.216  -0.421  0.035
C  1.443  0.121  -0.418
H  -1.399  0.174  1.199
H  -0.199  -1.547  0.471
H  1.394  1.224  -0.520
H  2.663  -0.370  -0.164
F  -1.167  1.409  -0.247
F  -1.832  -0.723  -0.554

These are the natural (NBO) partial charges, in e, on atoms 1 to 2: 0.50 -0.23



Computed, not measured: C26H31IN7STl as an isolated structure, with wB97M-V/def2-TZVPD.

Summary:
LUMO energy (spin up / spin down)   -3.13 / -3.15 eV
Net charge   +1
HOMO energy (spin up / spin down)   -8.23 / -9.78 eV
Frontier orbital gap (spin up / spin down)   0.187 / 0.243 Ha
Spin multiplicity   2

Element x y z (Å)
Tl  -0.374  -0.557  0.479
C  2.281  0.756  -1.344
N  1.341  1.257  -0.342
C  0.645  2.414  -0.889
C  -0.496  2.028  -1.800
C  -0.976  2.953  -2.721
C  -2.086  2.635  -3.481
C  -2.691  1.400  -3.299
C  -2.143  0.540  -2.366
N  -1.063  0.834  -1.653
C  2.043  1.557  0.901
C  1.284  1.893  2.175
C  2.108  2.225  3.237
C  1.622  2.744  4.424
C  0.249  2.981  4.510
C  -0.555  2.622  3.474
N  -0.082  2.012  2.329
C  2.545  -0.722  -1.238
C  3.813  -1.251  -1.443
C  3.980  -2.626  -1.438
C  2.873  -3.430  -1.208
C  1.655  -2.820  -0.973
N  1.492  -1.502  -0.997
H  3.230  1.311  -1.309
H  1.825  0.920  -2.327
H  1.343  3.073  -1.428
H  0.219  3.002  -0.072
H  -0.497  3.916  -2.817
H  -2.474  3.344  -4.194
H  -3.567  1.118  -3.859
H  -2.595  -0.419  -2.162
H  2.722  2.415  0.741
H  2.672  0.691  1.136
H  3.175  2.110  3.106
H  2.300  2.988  5.222
H  -0.189  3.449  5.376
H  -1.625  2.754  3.505
H  4.657  -0.599  -1.606
H  4.957  -3.059  -1.594
H  2.959  -4.504  -1.192
H  0.774  -3.402  -0.739
C  -3.344  -3.793  -3.277
C  -1.876  -3.398  -3.214
N  -1.631  -2.775  -1.934
C  -2.374  -2.997  -0.821
N  -2.130  -2.253  0.222
C  -2.902  -2.399  1.444
C  -4.233  -3.098  1.201
C  -3.955  -4.354  0.386
N  -3.304  -3.972  -0.851
C  -3.642  -4.673  -2.071
H  -3.565  -4.336  -4.191
H  -3.962  -2.892  -3.250
H  -1.620  -2.693  -4.009
H  -1.239  -4.285  -3.329
H  -0.983  -2.006  -1.878
H  -3.067  -1.396  1.848
H  -2.309  -2.957  2.177
H  -4.907  -2.442  0.646
H  -4.702  -3.353  2.149
H  -4.878  -4.885  0.146
H  -3.303  -5.029  0.952
H  -4.706  -4.924  -2.037
H  -3.071  -5.608  -2.143
S  -2.403  2.271  1.071
C  -1.029  1.489  1.487
I  1.066  -1.801  2.605

These are the natural (NBO) partial charges, in e, on atoms 1 to 2: 1.16 -0.26



Across the entries above, ΔE to the lowest compared entry with this formula, charge and spin takes the values 569.4 0.0 240.6 20.2 kJ/mol, respectively.